Record 1
C24H43F5OP2TbTe | wB97M-V/def2-TZVPD

Summary:
* 2S+1: 7
* charge: +1
* HOMO-LUMO gap (alpha / beta): 0.139 / 0.180 Ha
* molecular weight: 791.07 u
* total energy: -89517.23764 eV
* E_HOMO (alpha / beta): -9.43 / -9.43 eV
* relative energy (zero: lowest compared OMol25 entry of this formula, charge and spin): 0.00 kJ/mol

Each line ends with the Löwdin charge.
Cartesian coordinates (Å):
Tb1 0.956 -2.257 2.137  1.775
C1 0.092 -4.630 1.718  -0.276
C2 0.470 -4.041 0.472  -0.303
C3 2.355 -4.151 1.822  -0.359
C4 1.241 -4.649 2.566  -0.323
C5 1.878 -3.778 0.516  -0.352
C6 -1.198 -5.295 2.017  -0.011
H1 -2.022 -4.851 1.453  0.079
H2 -1.450 -5.213 3.077  0.063
H3 -1.160 -6.369 1.765  0.118
C7 1.236 -5.026 4.002  -0.007
H4 0.570 -5.881 4.163  0.105
H5 0.876 -4.211 4.652  0.094
H6 2.246 -5.299 4.323  0.090
C8 3.651 -3.744 2.428  -0.025
H7 3.953 -4.487 3.173  0.099
H8 3.608 -2.762 2.947  0.085
H9 4.434 -3.679 1.667  0.100
C9 2.677 -3.098 -0.540  -0.016
H10 3.253 -3.824 -1.131  0.112
H11 3.397 -2.396 -0.099  0.086
H12 2.030 -2.547 -1.234  0.084
C10 -0.425 -3.840 -0.704  -0.009
H13 -0.144 -4.491 -1.550  0.113
H14 -0.389 -2.803 -1.071  0.065
H15 -1.469 -4.063 -0.452  0.083
C11 -3.080 0.026 0.265  -0.092
C12 -3.403 -1.082 -0.418  -0.102
C13 -3.153 -1.413 -1.856  -0.182
C14 -2.303 -0.442 -2.707  -0.193
C15 -0.842 -0.374 -2.399  -0.107
C16 -0.209 0.315 -1.429  -0.124
C17 -0.781 0.958 -0.210  -0.216
C18 -2.299 1.217 -0.213  -0.192
H16 -4.123 -1.497 -2.375  0.123
H17 -2.784 0.544 -2.711  0.104
H18 -2.712 -2.422 -1.885  0.096
H19 -2.614 1.575 -1.197  0.080
H20 -3.435 0.109 1.296  0.087
H21 -3.919 -1.875 0.130  0.096
H22 -2.509 2.037 0.493  0.104
H23 -0.541 0.387 0.712  0.094
H24 0.886 0.304 -1.438  0.100
H25 -0.251 1.919 -0.069  0.043
H26 -2.356 -0.822 -3.742  0.117
H27 -0.214 -0.947 -3.092  0.106
P1 -0.032 4.152 -1.220  0.807
P2 2.773 4.795 -1.749  0.763
C19 0.213 5.903 -1.884  -0.426
C20 1.669 6.319 -1.720  -0.458
H28 -0.455 6.580 -1.333  0.073
H29 -0.086 5.925 -2.943  0.072
H30 1.977 7.004 -2.523  0.074
H31 1.831 6.824 -0.757  0.076
C21 4.318 5.796 -1.577  -0.342
H32 5.177 5.135 -1.733  0.027
H33 4.359 6.209 -0.562  0.031
H34 4.349 6.619 -2.306  0.038
C22 2.827 4.677 -3.601  -0.311
H35 2.898 5.673 -4.058  0.042
H36 1.941 4.157 -3.984  0.024
H37 3.719 4.095 -3.865  0.032
C23 -0.937 4.649 0.307  -0.293
H38 -1.312 3.764 0.832  0.008
H39 -1.766 5.320 0.052  0.044
H40 -0.232 5.173 0.967  0.044
C24 -1.398 3.750 -2.394  -0.282
H41 -1.106 4.080 -3.397  0.037
H42 -2.323 4.259 -2.097  0.051
H43 -1.546 2.668 -2.425  -0.007
F1 -1.988 -3.855 4.664  -0.353
Te1 -2.422 -2.083 4.108  1.911
F2 -2.817 -0.318 3.544  -0.346
F3 -4.030 -2.165 5.125  -0.323
F4 -3.318 -2.785 2.584  -0.344
F5 -1.433 -1.436 5.584  -0.350
O1 -0.872 -2.008 3.090  -0.732



Record 2
C7H11N | wB97M-V/def2-TZVPD

Summary:
* charge: 0
* HOMO-LUMO gap: 0.338 Ha
* molecular weight: 109.17 u
* total energy: -8920.76726 eV
* E_HOMO: -8.34 eV
* relative energy (zero: lowest compared OMol25 entry of this formula, charge and spin): 671.67 kJ/mol

Each line ends with the natural charge from an NBO analysis.
Cartesian coordinates (Å):
C1 -2.712 0.140 -0.137  -0.631
C2 -1.273 0.252 -0.171  0.002
C3 -0.291 1.234 -0.145  -0.198
C4 0.964 0.889 0.352  -0.135
C5 2.297 -0.726 -0.052  -0.209
C6 0.748 -0.574 -0.284  -0.172
C7 -0.601 -1.072 0.201  -0.460
H1 -3.358 -0.334 -1.073  0.242
H2 -3.235 1.169 0.031  0.230
H3 -3.007 -0.863 0.793  0.213
H4 -0.860 2.282 -0.114  0.186
H5 1.270 1.373 1.415  0.196
H6 2.981 1.316 -0.161  0.363
H7 2.879 -1.248 -0.838  0.180
H8 2.695 -0.931 0.896  0.171
H9 0.764 -0.354 -1.329  0.216
H10 -0.936 -1.866 -0.453  0.217
H11 -0.596 -1.370 1.366  0.227
N1 2.272 0.682 -0.295  -0.637



Record 3
C11H6F2NPbSe2Te2 | wB97M-V/def2-TZVPD

Summary:
* charge: +1
* HOMO-LUMO gap (alpha / beta): 0.184 / 0.184 Ha
* molecular weight: 810.49 u
* total energy: -168949.03908 eV
* E_HOMO (alpha / beta): -10.72 / -10.72 eV

Each line ends with the natural charge from an NBO analysis.
Cartesian coordinates (Å):
Pb1 -1.335 -1.343 0.009  1.408
F1 4.127 -2.702 -0.001  -0.294
C1 3.234 -1.717 0.000  0.440
C2 1.884 -2.026 0.001  -0.309
C3 0.936 -1.016 0.002  -0.472
C4 1.342 0.341 0.000  -0.218
C5 2.716 0.590 -0.001  0.454
F2 3.208 1.839 -0.002  -0.312
C6 3.669 -0.412 -0.002  -0.329
C7 0.307 1.403 0.000  0.237
C8 0.571 2.774 -0.001  -0.225
C9 -0.471 3.686 0.000  -0.104
C10 -1.782 3.233 0.001  -0.248
C11 -1.985 1.872 0.002  0.067
N1 -0.979 0.989 0.001  -0.608
H1 1.596 -3.071 0.002  0.231
H2 4.721 -0.163 -0.003  0.263
H3 1.581 3.140 -0.001  0.258
H4 -0.253 4.745 -0.001  0.241
H5 -2.624 3.909 0.001  0.247
H6 -2.986 1.457 0.002  0.211
Se1 -4.946 -2.223 -0.007  -0.417
Te1 -6.123 -4.289 -0.005  0.467
Te2 -4.210 -6.147 0.001  0.460
Se2 -2.197 -4.869 0.001  -0.451